Entry 1:
{"formula": "C6H13NiO3", "method": "the ωB97M-V functional and the def2-TZVPD basis", "species": ["C", "C", "C", "C", "O", "Ni", "H", "H", "H", "H", "H", "H", "H", "O", "C", "C", "O", "H", "H", "H", "H", "H", "H"], "xyz": [[-4.8518, -0.8468, -0.5443], [-3.8765, -0.4067, 0.3577], [-2.4561, -0.3526, 0.0445], [-1.8687, 1.0906, 0.3014], [-0.4774, 1.0933, 0.1517], [0.9475, 0.4799, 1.1294], [-4.6337, -0.8884, -1.6139], [-4.2011, -0.1006, 1.3579], [-5.8315, -1.1697, -0.1877], [-2.2316, -0.6662, -0.9807], [-1.9442, -1.0157, 0.7687], [-2.0961, 1.3894, 1.3312], [-2.2977, 1.7874, -0.4273], [1.9827, 0.4122, -0.2314], [3.3201, 0.3932, -0.6005], [4.1392, -0.5159, 0.3048], [5.4798, -0.4990, -0.1438], [-0.0850, 1.1090, -0.8530], [3.7590, 1.4084, -0.5698], [3.4205, 0.0348, -1.6423], [3.7177, -1.5357, 0.2704], [4.0655, -0.1540, 1.3463], [6.0195, -1.0467, 0.4307]], "mol_weight_g_mol": 191.9, "s_squared": 3.76, "charge": 2, "multiplicity": 4, "energy_ha": -1969.58979, "e_lumo_ev": [-8.67, -12.24], "homo_energy_ev": [-15.63, -15.62]}


Entry 2:
{"formula": "C21H30N8OPtSe2", "method": "the ωB97M-V functional and the def2-TZVPD basis", "species": ["Pt", "Se", "Se", "C", "C", "C", "C", "C", "N", "C", "C", "C", "C", "C", "N", "H", "H", "H", "H", "H", "H", "H", "H", "C", "N", "C", "C", "C", "N", "C", "C", "O", "H", "H", "H", "H", "H", "H", "H", "H", "H", "H", "H", "H", "C", "C", "C", "C", "N", "C", "N", "N", "N", "H", "H", "H", "H", "H", "H", "H", "H", "H", "H"], "xyz": [[0.1653, -0.1293, -0.2870], [1.3712, 2.4943, 0.9051], [-0.4337, 1.6337, 2.1501], [0.0486, -0.2222, 2.5040], [0.1538, -0.6312, 3.8168], [0.3842, -1.9755, 4.0902], [0.5232, -2.8644, 3.0412], [0.4211, -2.3897, 1.7451], [0.1768, -1.1054, 1.4862], [0.7511, 2.5375, -0.9452], [0.8341, 3.7458, -1.6144], [0.5486, 3.7948, -2.9727], [0.1839, 2.6326, -3.6312], [0.1045, 1.4585, -2.9059], [0.3821, 1.4137, -1.5989], [0.0556, 0.0936, 4.6125], [0.4594, -2.3158, 5.1141], [0.7050, -3.9156, 3.2112], [0.5232, -3.0375, 0.8853], [1.1213, 4.6362, -1.0727], [0.6109, 4.7342, -3.5055], [-0.0364, 2.6247, -4.6889], [-0.1677, 0.5173, -3.3648], [1.4581, -2.8649, -1.9858], [2.5275, -2.7403, -1.0039], [3.4168, -3.9080, -0.9484], [4.3573, -3.8097, 0.2295], [5.0564, -2.4704, 0.1712], [4.0553, -1.4013, 0.1404], [4.4782, -0.1021, 0.6517], [2.8913, -1.5402, -0.5055], [2.1529, -0.5038, -0.6384], [0.8874, -3.7700, -1.7784], [1.8751, -2.9445, -2.9927], [0.7897, -2.0114, -1.9434], [3.9788, -3.9705, -1.8857], [2.7867, -4.7955, -0.8872], [5.0796, -4.6235, 0.1995], [3.8009, -3.8912, 1.1662], [5.7029, -2.3983, -0.7083], [5.6783, -2.3085, 1.0498], [4.9350, -0.2434, 1.6301], [3.6240, 0.5580, 0.7442], [5.2133, 0.3503, -0.0164], [-4.2452, 3.6047, -0.1761], [-5.3591, 2.6160, 0.1541], [-5.4851, 2.3924, 1.6565], [-5.1975, 1.3052, -0.6165], [-3.9182, 0.6383, -0.3241], [-2.7348, 0.7775, -0.9053], [-1.8812, 0.0225, -0.2451], [-2.5713, -0.5778, 0.7537], [-3.7869, -0.2099, 0.7068], [-4.4494, 4.5713, 0.2821], [-4.1450, 3.7667, -1.2524], [-3.2826, 3.2635, 0.2202], [-6.3021, 3.0271, -0.2176], [-4.5620, 1.9877, 2.0786], [-6.2937, 1.7019, 1.8966], [-5.6895, 3.3368, 2.1597], [-5.2159, 1.4744, -1.6928], [-5.9717, 0.5835, -0.3644], [-2.5404, 1.3771, -1.7773]], "mol_weight_g_mol": 763.5, "charge": 2, "multiplicity": 1, "energy_ha": -6253.21327, "e_lumo_ev": -6.23, "homo_energy_ev": -14.28}


Entry 3:
{"formula": "C3H8N2S", "method": "the ωB97M-V functional and the def2-TZVPD basis", "species": ["C", "C", "C", "H", "H", "H", "H", "H", "H", "H", "H", "N", "N", "S"], "xyz": [[2.2362, -0.2154, 0.8422], [-0.1753, -0.3851, -0.2503], [-1.3664, 0.3945, -0.0443], [2.7824, 0.6696, 1.3067], [2.0612, -0.9864, 1.6327], [2.8522, -0.5283, -0.0285], [0.5764, 1.0978, 0.7490], [-1.8841, 0.3334, 0.9102], [-1.2891, 1.5260, -0.4410], [-2.0279, 0.5285, -1.8913], [-2.3627, -0.9677, -1.2119], [0.8520, 0.2376, 0.4886], [-2.4998, 0.0480, -0.9969], [0.2450, -1.7526, -1.0651]], "mol_weight_g_mol": 104.2, "multiplicity": 1, "energy_ha": -626.74209, "e_lumo_ev": 0.45, "smiles": "CNC(=S)CN", "homo_energy_ev": -8.68}